Here is a 2-piece molecular cluster, C3H8N2S overall at a distorted geometry from the OMol25 dataset. Energies are from wB97M-V/def2-TZVPD.

```
14
Properties=species:S:1:pos:R:3:forces:R:3
C -0.51498 0.25273 0.58176 0.13 1.34 4.47
C -1.48630 1.04921 -0.09446 -1.72 1.20 -2.00
C 0.63153 -0.61967 -1.41917 -2.94 -0.94 0.15
N 1.49790 -0.77517 0.87871 0.77 -0.13 0.14
N 0.38427 -0.44915 0.07146 1.50 -0.10 -1.51
S -0.10508 0.55302 3.07364 -0.84 -0.26 -3.15
H -2.47741 0.55532 0.08364 0.62 0.42 -0.59
H -1.59104 2.01310 0.40983 0.15 -0.19 0.22
H -1.28015 1.34555 -1.21240 -0.44 -1.08 1.87
H 1.20962 -1.49759 -1.48927 0.20 -1.44 -0.17
H -0.33985 -0.67248 -2.10244 1.99 0.05 1.97
H 1.28384 0.08841 -1.80754 0.92 1.95 -0.29
H 1.45451 -0.16358 1.73689 -0.24 -0.16 -0.93
H 1.33316 -1.67968 1.28936 -0.09 -0.67 -0.16
```
Forces are in eV/Å.

max |F| = 0.0908 Eh/bohr
total energy = -17051.271 eV
orbital gap = 7.49 eV
LUMO energy = -0.385 eV
HOMO = -7.88 eV
energy relative to the best compared isomer or geometry (same formula, charge and spin) = 5.4590 eV

Here is an isolated ion of composition C5H13N2O and charge +1 at a distorted geometry from the OMol25 dataset. Energies are from wB97M-V/def2-TZVPD.

```
21
Properties=species:S:1:pos:R:3:forces:R:3
C -0.43189 -1.64890 1.32660 0.91 -0.97 3.97
O -0.46222 -2.83273 0.62910 -0.80 -3.26 0.38
C -0.09535 -0.77781 0.19469 0.12 1.94 -1.71
C 0.69722 0.49148 0.54966 -0.64 0.19 1.89
C 0.76617 1.66083 -0.43152 0.21 1.38 1.00
C 1.07570 2.89679 -0.01627 0.92 0.12 2.40
N 0.44593 1.42712 -1.77374 1.07 -1.72 -2.77
N -1.51827 -0.61102 -0.45918 -0.21 -0.89 -1.46
H -1.38785 -1.51666 1.98065 0.97 0.60 -1.63
H 0.32211 -1.62882 2.20597 -0.45 -0.03 -1.68
H -0.70535 -3.61322 1.17480 0.23 0.75 -0.38
H 0.50760 -1.30384 -0.57897 -0.73 -0.04 0.79
H 1.77536 0.11923 0.71603 -1.71 0.45 0.14
H 0.19720 0.80905 1.56723 1.56 -0.01 -1.76
H 1.37689 3.73467 -0.64096 -0.55 -0.35 -0.39
H 1.26899 3.15453 1.09209 -0.56 -0.79 -1.79
H 1.24972 1.06366 -2.41389 -1.81 0.67 1.74
H 0.04905 2.22485 -2.25860 0.26 0.09 0.31
H -1.65734 0.34908 -0.78595 -0.29 0.17 0.55
H -2.26251 -1.03500 0.17644 1.07 1.25 -1.01
H -1.60097 -1.14279 -1.37610 0.43 0.45 1.43
```
Forces are in eV/Å.

max |F| = 0.0814 Eh/bohr
total energy = -10415.079 eV
orbital gap = 9.45 eV
LUMO energy = -3.164 eV
HOMO = -12.62 eV
energy relative to the best compared isomer or geometry (same formula, charge and spin) = 3.1167 eV
total charge = +1

Here is C6H12AlFO6 as an isolated structure at a distorted geometry from the OMol25 dataset. Energies are from wB97M-V/def2-TZVPD.

```
26
Properties=species:S:1:pos:R:3:forces:R:3
Al -1.39191 -1.66839 0.31169 0.16 7.87 -0.78
F -1.88502 0.35164 1.07389 0.20 -4.34 -0.62
C -3.41624 0.06762 -3.61961 -0.94 -0.18 -0.25
O -2.43377 0.91462 -2.98168 2.40 -1.75 3.01
C -1.62045 0.49129 -1.95766 -0.20 4.10 -0.90
O -1.56237 -0.63181 -1.36547 -0.18 -1.88 0.52
O -0.84733 1.55299 -1.61437 -2.59 -1.79 -2.37
C 0.05108 1.54674 -0.53274 -3.52 0.01 -1.75
H -2.97084 -0.59320 -4.36326 0.19 -0.04 0.36
H -4.09845 0.73658 -4.14420 0.41 0.27 0.01
H -4.06460 -0.42929 -2.89794 0.45 -0.28 0.15
H 0.63023 0.62525 -0.47325 -4.44 0.67 -2.21
H -0.54236 1.70488 0.36777 -0.58 -0.13 -0.29
H 0.72992 2.39850 -0.57494 -0.16 0.09 -1.06
C 1.71811 0.97780 0.69546 4.34 0.42 1.95
O 1.93954 -0.07478 1.66577 -1.34 -0.79 -1.28
C 1.18176 -1.12816 1.57713 5.74 -1.31 6.95
O 0.27220 -1.33528 0.78106 -2.28 -1.42 -1.83
O 1.55959 -2.04617 2.55487 -3.96 0.89 -3.48
C 2.69107 -1.85490 3.39642 1.75 1.40 0.10
H 2.59710 1.62136 0.73168 -0.05 0.08 0.62
H 0.78229 1.49962 0.89558 1.76 -0.48 1.92
H 1.68774 0.63260 -0.33799 3.26 -0.95 1.65
H 2.73395 -2.41443 4.33085 -0.98 -0.69 -0.54
H 2.72900 -0.81616 3.72459 0.23 0.02 -0.29
H 3.52974 -2.12893 2.75638 0.30 0.24 0.43
```
Forces are in eV/Å.

max |F| = 0.1771 Eh/bohr
total energy = -27992.887 eV
orbital gap = 5.03 eV
LUMO energy = -12.884 eV
HOMO = -17.92 eV
total charge = +2

Here is C7H15AsBF5MgSe2Te2 as an isolated structure at a distorted geometry from the OMol25 dataset. Energies are from wB97M-V/def2-TZVPD.

```
34
Properties=species:S:1:pos:R:3:forces:R:3
Mg -2.63762 1.67835 -1.09784 0.29 0.09 -0.34
Se -0.52167 0.93523 -2.34526 -0.50 -0.23 -0.12
Te 1.62726 1.21374 -3.83775 0.58 -0.23 -0.49
Te 1.22723 4.50536 -2.36167 0.06 0.32 0.14
Se -0.70083 3.24334 -1.39867 0.46 0.63 0.23
C 0.59731 -2.33471 -1.87551 -0.25 -0.34 0.20
C 1.45041 -1.45867 -0.97979 0.64 0.08 0.00
As 0.43085 -0.32182 0.23612 -0.93 -0.99 1.46
C 1.59512 1.20682 0.53527 -0.02 0.57 0.24
C 2.96497 0.84597 1.09982 0.56 -0.38 0.47
C 0.74225 -1.36025 2.00464 1.23 0.64 -0.11
C -0.19549 -2.53537 2.30324 0.54 -0.04 -0.26
H 1.21650 -2.98529 -2.49657 0.07 0.07 -0.06
H -0.04249 -1.74702 -2.53580 0.13 -0.01 0.07
H -0.03933 -2.98198 -1.26149 -0.06 -0.02 -0.10
H 2.05940 -0.75199 -1.58318 -0.32 -0.34 0.22
H 2.12295 -2.07401 -0.34989 -0.23 0.28 -0.28
H 1.00887 1.86081 1.21566 0.49 -0.20 -0.43
H 1.69470 1.72397 -0.43734 -0.16 -0.21 0.38
H 2.92047 0.40598 2.11632 -0.11 0.32 -0.40
H 3.68215 1.68089 1.13216 -0.53 0.11 0.03
H 3.48742 0.10459 0.48986 -0.22 -0.11 -0.18
H 0.68139 -0.56801 2.77654 0.00 -0.41 -0.16
H 1.79527 -1.64790 1.91100 -0.04 -0.34 0.46
H -1.20766 -2.13783 2.49852 0.34 -0.36 0.14
H 0.13182 -3.17829 3.12825 0.11 0.15 0.08
H -0.27859 -3.16305 1.41654 -0.09 -0.19 -0.11
F -2.58309 -0.85088 0.40198 -0.29 -0.46 -0.05
B -1.65167 -0.56426 1.36720 -1.15 2.22 -1.64
F -1.95001 0.68604 1.87649 0.34 -0.25 0.24
F -4.70865 2.67055 0.26089 -1.23 0.22 1.18
C -4.52858 2.64748 -1.08344 2.05 1.07 -1.09
F -5.16136 1.52443 -1.52587 -1.75 -0.85 -0.22
F -5.22929 3.72779 -1.60041 0.01 -0.80 0.51
```
Forces are in eV/Å.

max |F| = 0.0582 Eh/bohr
total energy = -233328.917 eV
orbital gap (spin up / spin down) = 4.55 / 3.67 eV
LUMO energy (spin up / spin down) = 4.509 / 4.506 eV
HOMO (spin up / spin down) = -0.04 / 0.83 eV
total charge = -2

> Which of these has the lowest total energy?

C7H15AsBF5MgSe2Te2

> Which value of max |F| does entry 1 give?

0.0908 Eh/bohr